Formula: C16H18N2O2S
Source: OMol25
Level of theory: ωB97M-V/def2-TZVPD

Each line ends with the natural charge from an NBO analysis.
Cartesian coordinates (Å):
O: 0.6826 1.7584 -0.1790  -0.6408
C: 0.9417 0.6483 0.2376  0.6608
N: 0.2188 -0.4535 -0.0113  -0.6323
H: 0.5458 -1.3355 0.3793  0.4262
C: -0.9287 -0.4873 -0.8863  -0.2323
C: -0.6642 -1.3679 -2.1080  -0.3906
H: -1.6051 -1.5320 -2.6360  0.2094
H: -0.2920 -2.3373 -1.7664  0.1996
C: 0.3544 -0.7353 -3.0662  -0.4442
C: -0.2572 0.3993 -3.8403  0.0742
C: -0.1223 1.7155 -3.4175  -0.2591
C: -0.7194 2.7441 -4.1263  -0.1913
C: -1.4557 2.4715 -5.2658  -0.2273
C: -1.5952 1.1621 -5.6945  -0.2084
C: -1.0006 0.1351 -4.9846  -0.2517
H: -1.1095 -0.8860 -5.3243  0.2041
H: -2.1670 0.9413 -6.5845  0.2091
H: -1.9187 3.2751 -5.8199  0.2097
H: -0.6071 3.7628 -3.7851  0.2111
H: 0.4453 1.9412 -2.5267  0.2397
H: 1.2111 -0.3776 -2.4920  0.2123
H: 0.7053 -1.5007 -3.7620  0.2130
H: -1.7897 -0.8752 -0.3290  0.1920
H: -1.1387 0.5397 -1.1929  0.2354
C: 2.1511 0.3787 1.1272  -0.6044
H: 2.5447 -0.6278 1.0056  0.2566
H: 2.9182 1.1278 0.9313  0.2524
S: 1.7627 0.6579 2.8905  0.3041
C: 0.4365 -0.4056 3.3341  -0.0042
C: -0.4446 0.0569 4.3046  -0.2095
C: -1.4620 -0.7437 4.7798  -0.1942
C: -1.5900 -2.0230 4.2519  -0.2310
C: -0.7020 -2.4454 3.2954  -0.0045
N: 0.3124 -1.6715 2.8519  0.0760
O: 1.1108 -2.1355 1.9782  -0.5940
H: -0.7355 -3.4276 2.8489  0.2339
H: -2.3715 -2.6893 4.5785  0.2326
H: -2.1428 -0.3814 5.5320  0.2281
H: -0.3038 1.0623 4.6669  0.2397

Calculated values
Energy relative to the best compared isomer or geometry (same formula, charge and spin)   2.576 eV
HOMO energy   -8.676 eV
Frontier orbital gap   0.325 Ha
Total charge   0

=====

Formula: C2H8N4O2
Source: OMol25
Level of theory: ωB97M-V/def2-TZVPD

Each line ends with the natural charge from an NBO analysis.
Cartesian coordinates (Å):
N: 0.1988 0.6513 0.8778  -0.8068
C: 1.4798 0.6897 0.9310  0.5891
N: 2.2992 0.2490 1.9306  -0.8330
N: 2.1754 1.3084 -0.1102  -0.8217
H: -0.1674 0.3251 1.7711  0.3486
H: 1.9006 -0.2136 2.7254  0.4007
H: 3.2948 0.3497 1.8618  0.3959
H: 3.0276 0.8421 -0.4003  0.3686
H: 1.5605 1.4136 -0.9101  0.3906
N: -1.5248 -0.3093 -1.2992  -0.8886
C: -2.6027 -0.9994 -0.8111  0.8755
O: -2.8217 -1.1903 0.3563  -0.6109
O: -3.4683 -1.4523 -1.7552  -0.6948
H: -1.0734 -0.7270 -2.0839  0.3718
H: -0.8469 -0.0807 -0.5685  0.4337
H: -3.4313 -0.8563 -2.5154  0.4813

Calculated values
Energy relative to the best compared isomer or geometry (same formula, charge and spin)   0.751 eV
HOMO energy   -9.493 eV
Frontier orbital gap   0.369 Ha
Total charge   0
Structure (SMILES)   N=C(N)N.NC(=O)O

=====

Formula: C5H10O2
Source: OMol25
Level of theory: ωB97M-V/def2-TZVPD

Each line ends with the natural charge from an NBO analysis.
Cartesian coordinates (Å):
C: -2.1982 -0.5095 -0.3567  -0.6053
C: -1.0093 0.4401 -0.3276  -0.5183
C: 0.2877 -0.2168 -0.7450  0.6149
O: 0.3596 -1.3762 -1.0859  -0.5290
C: 1.5438 0.6517 -0.7307  -0.6249
C: 2.1590 0.7916 0.6453  0.4589
O: 1.5990 0.5279 1.6820  -0.5184
H: -3.1216 0.0201 -0.1030  0.2101
H: -2.3147 -0.9578 -1.3476  0.2171
H: -2.0588 -1.3255 0.3579  0.2220
H: -1.1734 1.2998 -0.9942  0.2207
H: -0.8512 0.8630 0.6743  0.2437
H: 1.3314 1.6708 -1.0854  0.2449
H: 2.2867 0.2145 -1.4063  0.2520
H: 3.1976 1.1819 0.6503  0.1170
H: -0.2778 -1.8946 2.1607  -0.0173
H: 0.2402 -1.3810 2.0119  0.0122

Calculated values
Energy relative to the best compared isomer or geometry (same formula, charge and spin)   2.186 eV
HOMO energy   -9.834 eV
Frontier orbital gap   0.391 Ha
Total charge   0
Structure (SMILES)   CCC(=O)CC=O.[H][H]

=====

Formula: C4H5N3
Source: OMol25
Level of theory: ωB97M-V/def2-TZVPD

Each line ends with the natural charge from an NBO analysis.
Cartesian coordinates (Å):
C: -2.3809 0.8108 2.5280  0.0034
C: -2.2477 0.3065 1.3966  -0.2007
C: 1.3227 -1.3504 -0.8872  -0.1167
C: 0.1879 0.9768 -0.2514  -0.5065
N: 0.2198 -1.4045 -0.2647  -0.2157
N: -1.5760 -0.4497 0.6901  -0.0443
N: -0.4793 -0.3306 0.0588  0.0163
H: 1.8812 -2.2825 -1.1829  0.2117
H: 1.7749 -0.3629 -1.3919  0.1595
H: 1.1909 0.9401 0.0114  0.2145
H: 0.2475 1.3641 -1.2276  0.2249
H: -0.1411 1.7824 0.5207  0.2537

Calculated values
Energy relative to the best compared isomer or geometry (same formula, charge and spin)   8.866 eV
HOMO energy   -9.019 eV
Frontier orbital gap   0.284 Ha
Total charge   0

=====

Formula: CH6NO
Source: OMol25
Level of theory: ωB97M-V/def2-TZVPD

Each line ends with the Löwdin spin population.
Cartesian coordinates (Å):
C: 0.2186 0.5006 0.0956  0.7567
N: -0.8844 -0.4385 -0.1831  0.0791
O: 1.2612 0.1022 -0.6176  0.2617
H: -0.0233 1.5249 0.0136  0.0443
H: 1.0429 0.0404 2.0228  0.7996
H: -1.7329 -0.2588 0.3056  0.0037
H: -1.2987 -0.4505 -1.1970  0.0266
H: -0.6437 -1.4934 -0.1184  0.0093
H: 2.0603 0.4729 -0.3215  0.0189

Calculated values
Energy relative to the best compared isomer or geometry (same formula, charge and spin)   0.000 eV
HOMO energy (alpha / beta)   -13.099 / -18.105 eV
Frontier orbital gap (alpha / beta)   0.330 / 0.434 Ha
Total charge   +1
Spin multiplicity   3

=====

Formula: C8H12N4Si
Source: OMol25
Level of theory: ωB97M-V/def2-TZVPD

Each line ends with the natural charge from an NBO analysis.
Cartesian coordinates (Å):
C: -0.0353 0.4152 3.2883  -0.1051
C: -2.5197 -1.4953 -0.6539  -0.0959
C: -0.1646 -0.9191 2.8892  -0.0872
C: -3.3054 -0.5048 -1.1884  -0.1038
C: 1.0156 0.1464 1.4765  -0.2572
C: -1.2437 0.3652 -1.1130  0.0680
C: 2.1902 -0.8307 -1.5878  -1.1650
C: 2.3469 2.0984 -0.7192  -1.1818
N: 0.7529 1.0768 2.4069  -0.4632
N: -1.3169 -0.8765 -0.6029  -0.5794
N: 0.4277 -1.0742 1.7364  -0.5367
N: -2.5312 0.5482 -1.4948  -0.5666
Si: 1.8625 0.4115 -0.1786  1.7773
H: -0.5974 0.9874 3.9968  0.1988
H: -2.6427 -2.5061 -0.3398  0.2301
H: -0.7529 -1.7848 3.2545  0.1982
H: -4.3695 -0.5820 -1.0383  0.2233
H: 3.0882 -1.4526 -1.5054  0.2659
H: 1.2235 -1.3032 -1.6520  0.2625
H: 2.3813 -0.3328 -2.6255  0.2606
H: 2.5806 1.9868 -1.7525  0.2404
H: 1.6736 2.8724 -0.6153  0.2742
H: 3.2023 2.4734 -0.2024  0.2643
H: -0.4985 -1.2682 -0.0972  0.4475
H: -2.7673 1.5486 -1.6815  0.4311

Calculated values
Energy relative to the best compared isomer or geometry (same formula, charge and spin)   2.574 eV
HOMO energy   -7.768 eV
Frontier orbital gap   0.271 Ha
Total charge   0